# 1
Here is 2 unconnected molecules or ions with the total composition C9H14 from OMol25. Energies are from ωB97M-V/def2-TZVPD.

Bonds (Å) are listed after each position.
Positions of all 23 atoms, in Å:
1 C -2.0752 2.0124 -0.0255  C2 1.477, H8 1.055, H9 1.114, H10 1.150
2 C -0.8663 1.2707 -0.4371  C1 1.477, C3 1.419, C7 1.411
3 C 0.3421 1.7792 0.1066  C2 1.419, C4 1.391, H11 1.062
4 C 1.4728 1.1819 -0.4409  C3 1.391, C5 1.415, H12 1.072
5 C 1.2992 0.2358 -1.4790  C4 1.415, C6 1.379, H13 1.079
6 C 0.0794 -0.3306 -1.7827  C5 1.379, C7 1.389, H14 1.024
7 C -1.1150 0.1586 -1.2698  C2 1.411, C6 1.389, H15 1.068
8 H -2.7141 1.5266 0.6594  C1 1.055
9 H -2.9030 2.1414 -0.7597  C1 1.114
10 H -1.8218 3.0415 0.4203  C1 1.150
11 H 0.5681 2.5576 0.7921  C3 1.062
12 H 2.4998 1.3952 -0.2189  C4 1.072
13 H 2.1479 0.0581 -2.1218  C5 1.079
14 H -0.1087 -1.1172 -2.4107  C6 1.024
15 H -2.1042 -0.1418 -1.5398  C7 1.068
16 C -0.0439 -3.1814 1.9777  C17 1.612, H18 1.045, H19 1.139, H20 1.142
17 C 1.1560 -2.1092 2.0771  C16 1.612, H21 1.102, H22 1.096, H23 1.038
18 H 0.1869 -4.0820 1.5004  C16 1.045
19 H -0.2450 -3.4079 3.0753  C16 1.139
20 H -0.9822 -2.5721 1.7500  C16 1.142
21 H 0.7226 -1.2157 2.5555  C17 1.102
22 H 1.5175 -1.8299 1.0810  C17 1.096
23 H 1.7421 -2.4586 2.8595  C17 1.038

Summary:
* SMILES: Cc1ccccc1.CC
* E_LUMO: 0.988 eV
* electronic energy: -351.2521 Ha
* net charge: 0
* HOMO: -8.67 eV

=====

# 2
Here is 11 unconnected molecules or ions with the total composition C6H34NO10S from OMol25. Energies are from ωB97M-V/def2-TZVPD.

Bonds (Å) are listed after each position.
Positions of all 52 atoms, in Å:
1 C 0.4206 -1.2566 0.0604  C2 1.503, C4 1.646, H9 1.170, H10 1.139
2 C 1.1844 -1.2144 1.3547  C1 1.503, S3 1.757, H11 1.152, H12 1.033
3 S 0.4043 -1.9743 2.7337  C2 1.757
4 C -0.7829 -0.1514 0.2600  C1 1.646, N5 1.349, H13 1.043, H14 1.137
5 N -0.4434 1.0580 -0.2305  C4 1.349, C6 1.479, H15 1.023
6 C -0.7695 2.3064 0.4925  N5 1.479, C7 1.549, H16 1.115, H17 1.029
7 C -1.4858 3.1730 -0.5727  C6 1.549, C8 1.508, H18 1.088, H19 1.047
8 C -2.5338 2.4491 -1.3805  C7 1.508, H20 1.119, H21 1.051, H22 1.085
9 H 1.1034 -1.1117 -0.8791  C1 1.170
10 H -0.1066 -2.2658 0.0514  C1 1.139
11 H 2.0661 -1.9316 1.1635  C2 1.152
12 H 1.5855 -0.2625 1.3698  C2 1.033
13 H -1.0162 -0.0546 1.2724  C4 1.043
14 H -1.7526 -0.4884 -0.2296  C4 1.137
15 H 0.5526 0.9570 -0.4397  N5 1.023
16 H -1.6498 2.1902 1.1674  C6 1.115
17 H -0.0115 2.7284 1.0457  C6 1.029
18 H -2.0890 3.9378 -0.0873  C7 1.088
19 H -0.7150 3.6216 -1.1213  C7 1.047
20 H -2.1555 2.0125 -2.3387  C8 1.119
21 H -3.1772 1.9087 -0.7488  C8 1.051
22 H -2.9834 3.3591 -1.7638  C8 1.085
23 H 3.1255 -1.9496 0.5618  O25 1.037
24 H 3.8811 -2.5400 -0.7674  O25 1.042
25 O 4.0403 -1.9441 0.0724  H23 1.037, H24 1.042
26 H 2.1623 0.3308 -3.5321  O28 0.952
27 H 3.2973 -0.1247 -3.1232  O28 0.952
28 O 2.5305 -0.5466 -3.4971  H26 0.952, H27 0.952
29 H -2.1520 -0.8220 2.6236  O31 1.043
30 H -1.9136 -0.2419 4.0850  O31 1.023
31 O -2.5970 -0.1919 3.3249  H29 1.043, H30 1.023
32 H -3.6622 -2.1182 -1.0361  O34 0.964
33 H -2.2734 -2.6876 -0.7759  O34 0.928
34 O -2.8648 -2.4620 -1.4550  H32 0.964, H33 0.928
35 H -2.6972 -1.9576 1.8846  O37 0.973
36 H -2.0774 -3.3010 1.7026  O37 1.047
37 O -2.8428 -2.7160 1.2920  H35 0.973, H36 1.047
38 H -2.1586 -2.8089 -3.1436  O40 0.916
39 H -0.8664 -2.7838 -2.6552  O40 1.033
40 O -1.3545 -2.6615 -3.5574  H38 0.916, H39 1.033
41 H 3.8843 1.0499 0.3486  O43 0.953
42 H 4.3330 -0.0218 -0.2559  O43 0.889
43 O 4.0667 0.7756 -0.5457  H41 0.953, H42 0.889
44 H 0.3382 1.0602 3.1690  O46 1.007
45 H 1.3286 0.2044 3.9637  O46 1.009
46 O 1.0657 1.1723 3.8563  H44 1.007, H45 1.009
47 H 2.2792 1.1095 2.6175  O49 1.021
48 H 2.3750 1.8954 1.2868  O49 0.981
49 O 2.9140 1.2904 1.8391  H47 1.021, H48 0.981
50 H 0.2689 0.8430 -3.6651  O52 0.949
51 H -0.0307 1.4716 -2.4348  O52 0.952
52 O -0.0446 1.6856 -3.3626  H50 0.949, H51 0.952

Summary:
* E_LUMO: 2.747 eV
* electronic energy: -1454.2560 Ha
* net charge: -1
* HOMO: -4.52 eV

=====

# 3
Here is 3 unconnected molecules or ions with the total composition CH8O2S2 from OMol25. Energies are from ωB97M-V/def2-TZVPD.

Bonds (Å) are listed after each position.
Positions of all 13 atoms, in Å:
1 C -0.4514 1.4552 0.5687  S2 1.760, H4 1.071, H5 1.097, H6 1.115
2 S -1.2505 0.7239 1.9554  C1 1.760, S3 1.915
3 S 0.2246 0.5147 3.1582  S2 1.915, H7 1.375
4 H -1.0884 2.0946 -0.0070  C1 1.071
5 H -0.0183 0.6657 -0.0581  C1 1.097
6 H 0.3386 2.1973 0.8294  C1 1.115
7 H 1.0501 -0.5276 2.8095  S3 1.375
8 O -0.0576 -0.2192 -3.0955  H9 0.978, H10 0.968
9 H -0.5457 0.4836 -2.6214  O8 0.978
10 H 0.3133 -0.6913 -2.3366  O8 0.968
11 O 0.5815 -2.1216 -0.7674  H12 0.958, H13 0.966
12 H 0.0037 -2.8356 -0.4956  O11 0.958
13 H 0.9002 -1.7396 0.0603  O11 0.966

Summary:
* SMILES: CSS.O.O
* E_LUMO: 0.220 eV
* electronic energy: -989.7239 Ha
* net charge: 0
* HOMO: -9.28 eV

=====

Ordered ΔE to the lowest compared entry with this formula, charge and spin results: 205.1, 535.2, 73.0; unit kJ/mol.